No. 1
9
Properties=species:S:1:pos:R:3 method="wB97M-V/def2-TZVPD" smiles="N=[P@]([O-])(O)C=O" total_charge=-1 spin_multiplicity=1 gap_ha=0.3215
C 1.3012 0.1724 0.5444
N -0.6169 -0.9447 -0.4049
O -1.1633 0.6231 1.7448
O 2.1791 0.3406 -0.2478
O -0.4249 1.9599 -0.8100
P -0.4767 0.3901 0.4510
H 1.5160 -0.5591 1.3949
H -1.5753 -1.2479 -0.3259
H 0.1502 1.5944 -1.5577



No. 2
9
Properties=species:S:1:pos:R:3 method="wB97M-V/def2-TZVPD" total_charge=-2 spin_multiplicity=1 gap_ha="0.1846 / 0.1846"
C -0.1841 0.0679 -0.3913
N -1.7150 0.3962 0.8298
O -2.7837 -0.2706 0.4197
O 2.2031 0.8704 0.8763
O 2.3497 -0.5322 -1.1871
S 1.6723 -0.3370 0.1877
H -0.3328 -0.7009 -1.0524
H -0.0083 0.8802 -1.0556
H -1.2013 -0.3739 1.3728



No. 3
9
Properties=species:S:1:pos:R:3 method="wB97M-V/def2-TZVPD" total_charge=-2 spin_multiplicity=1 gap_ha=0.1582
C -0.3034 0.4502 -0.0546
N -1.4137 -0.4153 0.2282
O -2.1414 -0.8375 -0.9062
O 1.7927 -0.9085 1.0041
O 2.2613 1.0528 -0.4759
S 1.4820 -0.2488 -0.3263
H -0.5032 1.0441 -0.9506
H -0.1463 1.1254 0.8043
H -1.0281 -1.2623 0.6770



No. 4
9
Properties=species:S:1:pos:R:3 method="wB97M-V/def2-TZVPD" spin_multiplicity=1 gap_ha="0.2373 / 0.2373"
C -0.1538 -0.3790 0.6480
N 0.3439 0.9544 0.4171
O 1.5015 1.2191 0.4818
O -0.6295 1.7289 0.1086
O -1.4386 -0.4831 0.5961
S 1.0182 -1.7079 -1.4193
H 0.4982 -1.1244 1.1581
H -1.6699 0.5852 0.2566
H 0.5298 -0.7931 -2.2470



No. 5
9
Properties=species:S:1:pos:R:3 method="wB97M-V/def2-TZVPD" smiles="O=[N+]([O-])O.C=O" spin_multiplicity=1 gap_ha=0.3989
C -0.1124 0.5342 0.7609
N 1.3419 -0.9892 -2.9017
O 1.8120 -1.5713 -1.7648
O 2.0310 -0.9035 -3.8399
O 0.1771 -0.5914 0.3527
O 0.2645 -0.4515 -2.8263
H 0.2448 1.0644 1.7158
H -0.8804 1.2459 0.3193
H 1.3596 -1.6828 -0.8766



No. 6
10
Properties=species:S:1:pos:R:3 method="wB97M-V/def2-TZVPD" spin_multiplicity=1 gap_ha="0.3146 / 0.2897"
C 1.4725 -0.0880 -0.0452
N -2.0004 -0.9877 0.0073
O -1.4751 -2.0231 0.2397
O -3.0893 -0.6034 -0.2285
O 0.0130 1.7277 1.3239
O -0.0895 1.8043 -1.1574
S -0.0337 1.0301 0.0610
H 1.2177 -0.9174 -0.6943
H 2.2876 0.4882 -0.4644
H 1.6971 -0.4306 0.9578



Result set for energy relative to the best compared isomer or geometry (same formula, charge and spin): 50.2, 43.8, 2.4, 130.1, 78.3, 67.4 kcal per mole, one per record in the order listed.